[1]
ORCA calculation (ωB97M-V with the def2-TZVPD basis set) on a structure of composition C17H31Cl3O2P2Pd.

Geometry as XYZ:
```
56
C17H31Cl3O2P2Pd, DFT ωB97M-V with the def2-TZVPD basis set
P 0.161 -1.353 -6.422
P 0.041 1.740 -6.317
C -0.212 -0.471 -8.041
C 0.296 0.967 -8.012
H -1.300 -0.502 -8.214
H 0.263 -1.026 -8.867
H 1.369 1.012 -8.260
H -0.235 1.573 -8.764
C -1.540 2.582 -6.772
H -1.779 3.315 -5.998
H -2.349 1.851 -6.846
H -1.431 3.095 -7.733
C 1.146 3.175 -6.650
H 0.891 3.650 -7.601
H 2.182 2.831 -6.685
H 1.028 3.897 -5.841
C -0.956 -2.774 -6.770
H -0.771 -3.548 -6.021
H -0.767 -3.182 -7.768
H -1.994 -2.440 -6.705
C 1.709 -2.146 -7.043
H 2.506 -1.405 -7.127
H 1.535 -2.597 -8.024
H 2.008 -2.925 -6.339
Pd 0.037 -0.024 -0.113
C 0.670 1.584 -1.560
C -0.717 1.514 -1.643
C -1.497 0.747 -2.668
C -1.883 -0.736 -2.329
C -0.835 -1.540 -1.619
C 0.529 -1.450 -1.818
C 1.209 -0.611 -2.866
C 1.631 0.840 -2.445
C 0.107 -1.494 1.295
H 1.102 2.358 -0.915
H -1.300 2.201 -1.014
H -0.984 0.767 -3.633
H -2.454 1.272 -2.794
H -2.768 -0.722 -1.683
H -2.184 -1.227 -3.261
H -1.208 -2.312 -0.933
H 1.172 -2.134 -1.244
H 0.581 -0.556 -3.757
H 2.131 -1.131 -3.151
H 2.573 0.763 -1.890
H 1.842 1.405 -3.360
H 0.859 -1.196 2.047
H 0.361 -2.445 0.801
H -0.887 -1.539 1.777
Cl -1.270 1.716 4.769
C -0.911 2.647 3.301
Cl -2.168 3.860 2.995
Cl 0.676 3.438 3.454
C -0.928 1.606 2.051
O -1.987 1.007 1.848
O 0.190 1.527 1.417
```

Summary:
Energy relative to the best compared isomer or geometry (same formula, charge and spin), kcal per mole: 33.79
Strongest force on any atom, eV/A: 3.58
<S²>: 6.023
Frontier orbital gap (alpha / beta), eV: 7.096 / 5.200
Charge: +2
2S+1: 5
Total energy, a.u.: -3007.16083

---

[2]
ORCA calculation (ωB97M-V with the def2-TZVPD basis set) on a structure of composition C3H3O2S.

Geometry as XYZ:
```
9
C3H3O2S, DFT ωB97M-V with the def2-TZVPD basis set
C 1.937 -0.245 1.202
C 1.066 -0.093 0.338
C 0.117 0.205 -0.617
O -2.020 1.137 0.805
O -2.564 -0.479 -0.985
S -1.726 -0.193 0.187
H 2.474 -0.681 1.952
H 0.310 1.104 -1.310
H 0.406 -0.756 -1.571
```

Summary:
Energy relative to the best compared isomer or geometry (same formula, charge and spin), kcal per mole: 82.54
Strongest force on any atom, eV/A: 5.86
Frontier orbital gap, eV: 7.574
Charge: -1
Total energy, a.u.: -664.70385

---

[3]
ORCA calculation (ωB97M-V with the def2-TZVPD basis set) on the ion C4H10NO2 with charge -1.

Geometry as XYZ:
```
17
C4H10NO2, DFT ωB97M-V with the def2-TZVPD basis set
C -1.367 0.255 -1.336
C -0.671 0.314 -0.048
C 0.609 1.139 0.118
O 0.463 2.662 -0.018
N -0.356 -1.111 0.286
C 1.091 -1.894 0.592
O 1.597 -2.836 -0.237
H -0.882 -0.477 -2.005
H -2.307 -0.238 -1.052
H -1.622 1.190 -1.681
H -1.382 0.690 0.684
H 1.309 0.862 -0.635
H 1.040 0.956 1.097
H 0.506 3.069 0.913
H -0.998 -1.452 0.965
H 1.158 -2.125 1.717
H 1.813 -1.005 0.638
```

Summary:
Energy relative to the best compared isomer or geometry (same formula, charge and spin), kcal per mole: 105.50
Strongest force on any atom, eV/A: 3.02
Frontier orbital gap, eV: 5.826
Charge: -1
Total energy, a.u.: -363.55630

---

[4]
ORCA calculation (ωB97M-V with the def2-TZVPD basis set) on an isolated molecule of C6H8N2.

Geometry as XYZ:
```
16
C6H8N2, DFT ωB97M-V with the def2-TZVPD basis set
C -0.684 1.796 -1.294
C 0.066 0.768 -0.568
N 1.413 0.896 -0.158
C 1.812 -0.178 0.509
C 0.724 -1.028 0.622
C -0.404 -0.554 -0.059
C -1.315 -1.356 0.984
N 0.060 -2.092 1.362
H -0.724 2.726 -0.647
H -0.296 2.247 -2.364
H -1.736 1.631 -1.305
H 1.915 1.153 -1.293
H 2.958 -0.374 0.571
H -1.715 -0.692 1.931
H -2.329 -1.980 0.722
H 0.256 -2.962 0.988
```

Summary:
Energy relative to the best compared isomer or geometry (same formula, charge and spin), kcal per mole: 127.62
Strongest force on any atom, eV/A: 8.00
Frontier orbital gap, eV: 8.271
Charge: 0
Total energy, a.u.: -342.73055

---

Question: Which of these has the lowest total energy?
Answer: C17H31Cl3O2P2Pd

---

Question: Look up the total energy of the second one.
Answer: -664.70385 a.u.